1.
Formula: C29H78AsF6N8O9
Source: the Open Molecules 2025 dataset
Level of theory: ωB97M-V/def2-TZVPD

```
! wB97M-V def2-TZVPD RIJCOSX def2/J DEFGRID3
* xyz -1 1
As 0.5663 -0.6768 -0.7779
F -1.0256 0.0555 -1.1069
F 1.3622 0.8851 -1.3107
F 2.2108 -1.2685 -0.4484
F -0.2818 -2.2648 -0.3620
F 0.5982 -1.2501 -2.4561
F 0.4081 -0.1574 0.9198
C 4.9408 1.8458 -0.7049
C 5.7108 0.4923 -0.7693
C 7.0265 0.5610 0.0930
O 8.0078 1.5343 -0.3774
C 9.3564 1.5466 0.0436
N 4.7456 -0.3760 -0.1823
H 3.9715 1.9064 -1.1998
H 5.5542 2.5355 -1.2847
H 4.7696 2.1878 0.3158
H 5.8916 0.1325 -1.7822
H 7.6082 -0.3586 0.0296
H 6.8441 0.7348 1.1535
H 9.2896 1.6814 1.1231
H 9.9142 2.4265 -0.2770
H 9.9476 0.6995 -0.3040
H 4.7070 -0.2164 0.8143
H 3.7842 -0.2599 -0.4693
C -5.7920 -0.8769 -1.1943
C -4.6022 -1.2826 -2.1258
C -3.8083 -0.0498 -2.5990
O -4.6748 0.7041 -3.4754
C -4.6001 2.0588 -3.8632
N -3.7321 -2.1693 -1.3912
H -6.2114 -1.7524 -0.6987
H -6.4902 -0.1305 -1.5730
H -5.2560 -0.3303 -0.4183
H -4.9480 -1.8154 -3.0116
H -2.7554 -0.1289 -2.8696
H -3.6570 0.5267 -1.6864
H -3.9915 2.6658 -3.1929
H -5.4703 2.7102 -3.9441
H -4.1692 2.2287 -4.8499
H -3.0511 -2.3589 -2.1126
H -3.1869 -1.6158 -0.7459
C 4.0643 4.0349 -4.0262
C 2.6738 4.5899 -3.9957
C 1.7431 3.5855 -3.2550
O 0.3877 3.9218 -3.6434
C -0.6098 3.4110 -2.7692
N 2.8162 5.9316 -3.2302
H 4.8155 4.5464 -4.6281
H 4.2209 3.0056 -4.3486
H 4.4600 3.9095 -3.0184
H 2.2770 4.8534 -4.9761
H 1.8650 3.6715 -2.1753
H 1.9869 2.5389 -3.4372
H -0.5098 3.5711 -1.6957
H -0.7290 2.3414 -2.9422
H -1.5859 3.7541 -3.1121
H 3.2285 6.5679 -3.8974
H 1.8785 6.2963 -3.1427
C -1.4049 -4.6450 -2.9424
C -0.8829 -5.7021 -1.9998
C -1.2031 -5.4967 -0.4975
O -0.7472 -6.5937 0.3492
C -0.9398 -6.2825 1.6848
N -1.4090 -6.9708 -2.4493
H -0.8937 -3.6856 -3.0217
H -2.4527 -4.5725 -2.6510
H -1.2424 -5.0492 -3.9415
H 0.1919 -5.8377 -2.1201
H -2.2649 -5.3013 -0.3476
H -0.6128 -4.6306 -0.1983
H -1.9191 -5.8543 1.8983
H -0.0594 -5.7886 2.0960
H -0.9736 -7.2977 2.0803
H -2.4013 -7.1271 -2.3443
H -1.0125 -7.5730 -1.7421
C 0.0078 5.1514 2.0438
O 1.2826 4.5551 1.6630
C 1.2394 3.0832 1.4487
C 0.9816 2.2576 2.7256
N 2.2161 1.8104 3.4372
C 2.8381 0.6707 2.8385
C 4.1860 0.1765 3.4684
O 4.7587 -0.8786 2.6992
C 4.0399 -2.1263 2.8081
H 0.0394 6.2070 1.7739
H -0.2772 4.9250 3.0712
H -0.6954 4.6973 1.3457
H 1.9297 2.5368 0.8060
H 0.3700 2.9875 0.7982
H 0.3952 1.3748 2.4707
H 0.3546 2.7887 3.4417
H 1.8468 1.6510 4.3637
H 3.0273 0.8159 1.7749
H 2.2160 -0.2220 2.9036
H 3.8994 -0.0643 4.4921
H 4.7457 1.1032 3.5948
H 4.7237 -2.8409 2.3500
H 3.0479 -2.1516 2.3570
H 4.0794 -2.5532 3.8102
C -8.0034 0.9938 6.2541
O -7.3436 -0.0425 5.5243
C -7.6818 0.0944 4.1437
C -7.1402 -1.1255 3.2995
N -5.8327 -0.8081 2.9006
C -4.8972 -0.5378 4.0048
C -3.4285 -0.7186 3.6267
O -3.1449 -1.9856 3.0416
C -2.0616 -2.0709 2.1843
H -7.8056 2.0030 5.8928
H -7.6147 0.7850 7.2508
H -9.0651 0.7805 6.3777
H -7.2884 0.9642 3.6176
H -8.7624 0.0796 4.0013
H -7.7484 -1.3719 2.4292
H -7.1531 -2.0273 3.9116
H -5.2689 -1.4090 2.3166
H -5.1031 -1.1006 4.9154
H -5.2051 0.4286 4.4040
H -2.6912 -0.5297 4.4070
H -3.4135 0.0882 2.8939
H -1.7132 -3.0886 2.0077
H -1.2716 -1.5123 2.6864
H -2.2295 -1.6446 1.1953
C 4.0076 -0.8678 -4.1062
O 5.0308 -1.5508 -3.9584
N 3.8106 0.4383 -3.9293
N 2.8784 -1.4004 -4.3411
H 4.6677 0.7979 -3.5341
H 2.9147 0.8830 -4.0695
H 2.0969 -1.0043 -3.8386
H 2.9416 -2.3984 -4.4832
*
```

* E_LUMO: 2.20 eV
* Kohn-Sham gap: 7.95 eV

Atomic partial charges in e from the Mulliken method, atoms 1 to 99:
1 As 2.207
2 F -0.434
3 F -0.406
4 F -0.659
5 F -0.451
6 F -0.535
7 F -0.367
8 C -1.113
9 C 0.285
10 C -0.942
11 O -0.310
12 C -0.779
13 N -0.341
14 H 0.201
15 H 0.412
16 H 0.341
17 H 0.422
18 H 0.543
19 H 0.293
20 H 0.312
21 H 0.242
22 H 0.278
23 H -0.030
24 H 0.248
25 C -1.426
26 C 0.366
27 C -0.570
28 O -0.408
29 C -0.752
30 N -0.396
31 H 0.365
32 H 0.353
33 H 0.245
34 H 0.429
35 H 0.531
36 H 0.250
37 H 0.197
38 H 0.329
39 H 0.311
40 H 0.125
41 H -0.070
42 C -1.497
43 C 0.451
44 C 0.379
45 O -0.481
46 C -0.370
47 N -0.802
48 H 0.406
49 H 0.246
50 H 0.456
51 H 0.328
52 H 0.171
53 H -0.411
54 H 0.131
55 H 0.189
56 H 0.249
57 H 0.240
58 H 0.267
59 C -1.217
60 C 0.583
61 C -0.149
62 O -0.403
63 C -0.709
64 N -0.810
65 H 0.080
66 H 0.290
67 H 0.444
68 H 0.308
69 H 0.291
70 H -0.093
71 H 0.298
72 H 0.238
73 H 0.301
74 H 0.259
75 H 0.318
76 C -0.714
77 O -0.418
78 C 0.277
79 C -0.254
80 N -0.466
81 C 0.556
82 C -1.082
83 O -0.283
84 C -0.781
85 H 0.285
86 H 0.244
87 H 0.297
88 H -0.126
89 H -0.038
90 H -0.038
91 H 0.466
92 H 0.305
93 H -0.137
94 H 0.043
95 H 0.483
96 H 0.374
97 H 0.274
98 H 0.239
99 H 0.354


2.
Formula: C29H79Cl2N7O7
Source: the Open Molecules 2025 dataset
Level of theory: ωB97M-V/def2-TZVPD

```
! wB97M-V def2-TZVPD RIJCOSX def2/J DEFGRID3
* xyz 1 2
C -0.5955 -1.1796 4.2594
C -1.6049 -2.3132 4.5907
C -2.6565 -2.6335 3.5017
O -3.3704 -1.3881 3.2080
C -3.9306 -1.3573 1.8772
N -0.8080 -3.5304 4.7517
H 0.0381 -1.4827 3.4258
H 0.1313 -1.0046 5.0527
H -1.0316 -0.1897 4.1255
H -2.1696 -2.0909 5.4961
H -3.3557 -3.4228 3.7777
H -2.2904 -3.1134 2.5941
H -4.7610 -2.0574 1.7864
H -3.2097 -1.6193 1.1027
H -4.1454 -0.3157 1.6381
H 0.0906 -3.3102 5.1568
H -0.5357 -3.8946 3.8499
C 4.5100 2.3765 -2.3891
C 3.1324 3.0616 -2.3828
C 3.1644 4.4362 -1.7310
O 3.2455 4.3499 -0.2887
C 3.6595 5.5643 0.3830
N 2.4936 3.0542 -3.6905
H 4.4329 1.3912 -2.8488
H 4.8192 2.1589 -1.3668
H 5.2731 2.9027 -2.9626
H 2.4941 2.5970 -1.6312
H 2.2583 4.9232 -2.0915
H 4.0314 4.9838 -2.1007
H 3.7633 5.5357 1.4677
H 2.9279 6.3432 0.1683
H 4.6236 5.8699 -0.0235
H 2.9518 3.7962 -4.2001
H 2.8026 2.2599 -4.2323
C -3.6200 0.7900 -3.7475
C -5.1473 0.9882 -3.7481
C -5.5839 2.3588 -3.2219
O -7.0211 2.3447 -3.2332
C -7.6356 3.6370 -2.8213
N -5.5635 0.7508 -5.1179
H -3.2473 0.5631 -2.7487
H -3.0690 1.5804 -4.2572
H -3.2470 0.0160 -4.4182
H -5.5111 0.2120 -3.0749
H -5.2334 3.0830 -3.9574
H -5.1715 2.5487 -2.2310
H -7.1183 4.4572 -3.3191
H -7.5724 3.8526 -1.7547
H -8.6362 3.7527 -3.2377
H -5.2471 1.3259 -5.8856
H -6.5692 0.8387 -5.0873
C -3.3061 -3.8391 -1.9527
C -2.6926 -3.0416 -3.1432
C -1.4691 -2.1729 -2.7766
O -1.0010 -1.3287 -3.8080
C 0.0104 -0.3887 -3.4392
N -2.3766 -4.0934 -4.1142
H -2.4998 -4.3346 -1.4120
H -3.9646 -4.6246 -2.3234
H -3.8536 -3.1923 -1.2670
H -3.3425 -2.3273 -3.6487
H -0.6666 -2.8663 -2.5251
H -1.6601 -1.5879 -1.8769
H -0.2561 0.1866 -2.5526
H 0.2333 0.2768 -4.2732
H 0.9542 -0.8930 -3.2317
H -1.7275 -3.6732 -4.7639
H -3.2418 -4.2608 -4.6077
C 1.2106 -0.2367 0.4841
C 0.4084 1.0180 0.3657
C -1.1361 0.8236 0.5960
O -1.8140 2.0985 0.4571
C -3.1935 1.9844 0.2818
N 0.9222 1.9767 1.3191
H 0.9171 -0.7428 1.4038
H 2.2868 -0.0770 0.4182
H 0.8292 -0.8479 -0.3340
H 0.6322 1.3705 -0.6411
H -1.3618 0.4671 1.6011
H -1.5530 0.0815 -0.0848
H -3.5144 2.9461 -0.1186
H -3.6083 1.8614 1.2823
H -3.5535 1.2026 -0.3870
H 0.7313 1.5831 2.2294
H 0.2955 2.7566 1.1803
C 1.4068 -4.1976 0.8261
C 1.0777 -5.6849 0.5299
C -0.4104 -6.0091 0.4544
O -1.0305 -5.6610 1.7209
C -2.3339 -6.1007 1.9736
N 1.7079 -6.0316 -0.7531
H 0.8681 -3.8714 1.7158
H 1.0667 -3.5194 0.0435
H 2.4797 -4.0425 0.9404
H 1.4971 -6.3329 1.2995
H -0.4658 -7.0757 0.2369
H -0.8789 -5.5268 -0.4036
H -2.8236 -5.6443 2.8339
H -2.4182 -7.1863 2.0223
H -3.0615 -5.8849 1.1912
H 1.0591 -5.6991 -1.4522
H 1.7107 -7.0387 -0.8299
C 5.0128 0.7277 2.9434
C 4.9272 2.1392 2.2837
C 6.3461 2.6191 1.8812
O 7.2085 2.5850 2.9887
C 8.5760 2.9680 2.6359
N 4.0781 2.0561 1.0052
H 3.9981 0.3582 3.0917
H 5.5584 0.8390 3.8804
H 5.6756 0.0819 2.3675
H 4.4841 2.8572 2.9737
H 6.2311 3.6457 1.5334
H 6.8197 2.1734 1.0065
H 8.6331 4.0562 2.6099
H 8.9475 2.5442 1.7029
H 9.1795 2.5073 3.4180
H 3.9400 2.9969 0.6646
H 3.1192 1.7716 1.1450
C 1.9593 3.7461 4.6487
Cl 0.9724 4.9995 3.7798
Cl 1.2177 2.1840 4.2598
H 3.0082 3.8271 4.3636
H 1.8335 3.9189 5.7176
*
```

* E_LUMO (spin up / spin down): -3.04 / -8.76 eV
* Kohn-Sham gap (spin up / spin down): 6.88 / 1.15 eV

Atomic partial charges in e from the Mulliken method, atoms 1 to 99:
1 C -1.058
2 C 0.516
3 C -0.387
4 O -0.383
5 C -0.443
6 N -0.753
7 H -0.037
8 H 0.407
9 H 0.334
10 H 0.260
11 H 0.463
12 H -0.014
13 H 0.405
14 H -0.011
15 H 0.212
16 H 0.324
17 H 0.125
18 C -1.342
19 C 1.920
20 C -1.176
21 O -0.300
22 C -0.967
23 N -0.796
24 H 0.435
25 H 0.243
26 H 0.330
27 H -0.955
28 H 0.386
29 H 0.417
30 H 0.262
31 H 0.356
32 H 0.364
33 H 0.300
34 H 0.303
35 C -1.562
36 C 0.540
37 C -0.641
38 O -0.342
39 C -0.769
40 N -0.129
41 H 0.099
42 H 0.582
43 H 0.519
44 H 0.327
45 H 0.392
46 H 0.372
47 H 0.333
48 H 0.296
49 H 0.296
50 H 0.333
51 H 0.379
52 C -0.662
53 C 0.584
54 C -0.237
55 O -0.492
56 C -0.545
57 N -0.780
58 H -0.237
59 H 0.449
60 H 0.235
61 H 0.064
62 H 0.674
63 H -0.458
64 H 0.064
65 H 0.317
66 H 0.425
67 H 0.274
68 H 0.261
69 C -0.809
70 C 0.576
71 C 1.016
72 O -0.436
73 C -0.705
74 N 0.195
75 H -0.187
76 H 0.596
77 H 0.036
78 H -0.201
79 H 0.010
80 H -0.814
81 H 0.295
82 H 0.385
83 H 0.118
84 H -0.188
85 H 0.255
86 C -0.725
87 C 0.308
88 C -0.172
89 O -0.218
90 C -0.900
91 N -0.727
92 H -0.019
93 H -0.060
94 H 0.426
95 H 0.383
96 H 0.364
97 H -0.255
98 H 0.284
99 H 0.383


3.
Formula: C29H80F6N7O7P
Source: the Open Molecules 2025 dataset
Level of theory: ωB97M-V/def2-TZVPD

```
! wB97M-V def2-TZVPD RIJCOSX def2/J DEFGRID3
* xyz 6 1
C 5.9350 12.1662 -2.8529
C 7.3698 12.7294 -2.6215
O 7.6035 13.7054 -1.8986
N 8.5632 12.0623 -3.3522
H 9.2372 11.7538 -2.6662
H 8.2051 11.2349 -3.8076
C 9.1082 12.9016 -4.5702
H 5.8262 11.5934 -3.7739
H 5.1330 12.8941 -2.7303
H 5.7735 11.5220 -1.9886
H 10.1489 12.6367 -4.7569
H 9.0549 13.9803 -4.4230
H 8.6066 12.6831 -5.5129
C 0.4356 8.8693 -7.6130
C -0.6867 8.0635 -8.2739
O -0.6446 7.4896 -9.3864
N -1.9883 8.0844 -7.4457
H -1.6491 8.4325 -6.5603
H -2.6741 8.6862 -7.8788
C -2.5430 6.6697 -7.2512
H 0.1059 9.8779 -7.3637
H 1.2297 9.0262 -8.3429
H 0.7984 8.4408 -6.6788
H -1.8819 5.8965 -6.8599
H -3.0536 6.2973 -8.1393
H -3.3553 6.7235 -6.5263
C 0.6512 12.5809 -2.8456
C 1.3430 11.4177 -2.0664
O 2.4434 11.4734 -1.5097
N 0.6805 9.9827 -2.3188
H 0.4437 9.5979 -1.4155
H -0.2172 10.1487 -2.7508
C 1.5162 8.9909 -3.1278
H 0.5900 12.2636 -3.8866
H 1.4061 13.3573 -2.9700
H -0.3172 13.0231 -2.6114
H 1.0635 8.0625 -2.7796
H 2.5864 8.9335 -2.9288
H 1.3127 9.0961 -4.1935
C -1.6972 13.2817 -9.9774
N -0.3482 12.5512 -10.0821
C 0.6746 13.5412 -10.7161
C 0.0113 12.2828 -8.6216
C -0.5404 11.3319 -10.9760
C 0.7413 10.5205 -11.4005
O 1.6471 10.2136 -10.3094
H -1.6058 14.1335 -9.3035
H -2.3738 12.5680 -9.5073
H -2.0880 13.5892 -10.9474
H 0.4936 13.4892 -11.7897
H 1.7035 13.2451 -10.5119
H 0.5474 14.5280 -10.2710
H -0.7091 11.6297 -8.1290
H -0.1858 13.2806 -8.2296
H 1.0303 11.9270 -8.4695
H -1.1027 11.5957 -11.8718
H -1.1191 10.6350 -10.3697
H 1.0471 11.1349 -12.2473
H 0.4267 9.6130 -11.9156
H 2.0392 9.3496 -10.4557
C 3.4995 18.6845 -5.8214
N 4.2158 17.4267 -6.4176
C 3.1520 16.7232 -7.3476
C 5.4401 17.8626 -7.2158
C 4.7692 16.3894 -5.3509
C 6.0247 16.7576 -4.5884
O 5.7411 17.9604 -3.7677
H 2.7278 18.2474 -5.1877
H 2.9136 19.3115 -6.4935
H 4.2340 19.1765 -5.1839
H 3.6673 15.9426 -7.9073
H 2.7959 17.5001 -8.0241
H 2.3357 16.2647 -6.7894
H 5.9794 18.5745 -6.5909
H 5.1472 18.3931 -8.1219
H 6.1213 17.0439 -7.4476
H 4.9173 15.4574 -5.8963
H 3.9459 16.2214 -4.6565
H 6.8463 16.9950 -5.2643
H 6.3292 15.8987 -3.9904
H 6.4749 18.0796 -3.1603
C 5.3875 8.0432 -7.0603
N 5.5882 7.2221 -5.7751
C 4.5442 7.7992 -4.8191
C 5.1544 5.7602 -6.0218
C 7.0474 7.3148 -5.1955
C 8.1120 6.3286 -5.7221
O 8.4522 6.5677 -7.0812
H 5.2923 9.1101 -6.8587
H 4.4595 7.7355 -7.5424
H 6.2716 7.7997 -7.6494
H 4.8273 8.8278 -4.5952
H 4.6027 7.2432 -3.8834
H 3.5681 7.7261 -5.2986
H 5.8919 5.4028 -6.7405
H 4.1082 5.6110 -6.2886
H 5.1988 5.3691 -5.0053
H 6.9972 7.2183 -4.1109
H 7.4201 8.3364 -5.2706
H 7.8834 5.2874 -5.4942
H 9.0780 6.4008 -5.2224
H 8.9439 7.3922 -7.0893
C 7.2635 10.8827 -9.7182
N 6.3934 12.1696 -9.9014
C 6.2625 13.0114 -8.5879
C 7.1466 13.0286 -10.8574
C 5.0095 11.8234 -10.3502
C 5.0174 11.3184 -11.8147
O 5.8070 10.1914 -12.1816
H 6.6614 10.0150 -9.4488
H 7.9605 11.0342 -8.8940
H 7.7438 10.6754 -10.6745
H 5.8271 12.5018 -7.7284
H 5.5746 13.8527 -8.6723
H 7.2710 13.3243 -8.3175
H 7.3452 12.5050 -11.7925
H 8.0866 13.3608 -10.4169
H 6.5643 13.9086 -11.1304
H 4.3104 12.6124 -10.0728
H 4.6183 11.0408 -9.7001
H 5.1768 12.1439 -12.5084
H 3.9585 11.0982 -11.9495
H 5.4520 9.3885 -11.7933
P 3.3432 11.9861 -5.9010
F 2.0692 13.0129 -5.8372
F 3.4705 12.0730 -4.2882
F 2.2981 10.7030 -5.7688
F 4.7018 11.1005 -5.8696
F 3.1942 11.9441 -7.5118
F 4.2412 13.3138 -6.2106
*
```

* E_LUMO: -13.28 eV
* Kohn-Sham gap: 8.88 eV

Atomic partial charges in e from the Mulliken method, atoms 1 to 99:
1 C -0.362
2 C 0.168
3 O -0.404
4 N 0.085
5 H 0.445
6 H 0.098
7 C -0.621
8 H -0.095
9 H 0.315
10 H 0.453
11 H 0.417
12 H 0.353
13 H 0.153
14 C -0.462
15 C 0.300
16 O -0.436
17 N -0.033
18 H 0.350
19 H 0.351
20 C -0.894
21 H -0.043
22 H -0.081
23 H 0.733
24 H 0.369
25 H 0.374
26 H 0.413
27 C -0.761
28 C 0.570
29 O -0.395
30 N -0.112
31 H 0.412
32 H 0.375
33 C -0.806
34 H 0.065
35 H 0.276
36 H 0.453
37 H 0.535
38 H 0.365
39 H 0.047
40 C -0.881
41 N 0.081
42 C -0.675
43 C -0.702
44 C -0.781
45 C -0.667
46 O -0.308
47 H 0.432
48 H 0.404
49 H 0.417
50 H 0.385
51 H 0.169
52 H 0.408
53 H 0.334
54 H 0.568
55 H -0.046
56 H 0.465
57 H 0.276
58 H 0.392
59 H 0.548
60 H 0.243
61 C -0.768
62 N 0.110
63 C -0.808
64 C -0.876
65 C 0.089
66 C -0.519
67 O -0.518
68 H 0.391
69 H 0.335
70 H 0.349
71 H 0.164
72 H 0.428
73 H 0.376
74 H 0.423
75 H 0.396
76 H 0.291
77 H -0.214
78 H 0.416
79 H 0.352
80 H 0.275
81 H 0.333
82 C -0.987
83 N 0.247
84 C -1.371
85 C -0.934
86 C -0.201
87 C -1.065
88 O -0.451
89 H 0.220
90 H 0.394
91 H 0.583
92 H 0.400
93 H 0.566
94 H 0.488
95 H 0.450
96 H 0.336
97 H 0.454
98 H 0.480
99 H 0.262